C9H18O5S | ωB97M-V/def2-TZVPD

Output
Lowest unoccupied orbital energy ... 0.695 eV
Relative energy (zero: lowest compared OMol25 entry of this formula, charge and spin) ... 129.5 kcal/mol
Frontier orbital gap ... 8.296 eV

Last column: Mulliken charge in e.
Cartesian coordinates (Å):
C1 -0.8966 -0.1212 -0.2944  0.264
C2 0.9992 -2.1597 0.5485  -0.384
C3 -0.0327 0.9169 -0.1525  0.596
C4 -1.6954 -1.9607 -1.5665  -0.692
C5 -2.4371 0.0132 1.4995  -0.805
C6 2.3537 -1.2945 -1.2793  -0.643
C7 1.4607 -1.3782 2.6731  -0.703
C8 0.1172 1.8127 -2.3881  -0.842
C9 0.0645 3.2461 1.1175  -0.944
O1 -1.2083 -0.6341 -1.5848  -0.337
O2 -1.4438 -0.6812 0.7633  -0.208
O3 1.1855 -2.0892 -0.7288  0.114
O4 1.6835 -1.2132 1.3142  -0.083
O5 0.6839 1.5643 -1.1161  -0.532
S1 0.3650 1.4663 1.4925  -0.039
H1 -2.7608 -1.8753 -1.8021  0.275
H2 -1.4390 -2.3825 -0.5884  0.338
H3 -1.1993 -2.4441 -2.3802  0.254
H4 -1.9874 0.1464 2.4657  0.327
H5 -3.4538 -0.5295 1.5392  0.229
H6 -2.6321 1.0190 0.9240  0.285
H7 3.1079 -1.3980 -0.5149  0.324
H8 2.1963 -0.2711 -1.4824  0.198
H9 2.7590 -1.8620 -2.0984  0.302
H10 0.4551 -1.7580 2.8249  0.348
H11 1.5531 -0.4097 3.2616  0.208
H12 2.2969 -1.9638 3.1055  0.305
H13 0.6596 2.5901 -3.0168  0.298
H14 -0.9324 2.2411 -2.4591  0.311
H15 0.0575 1.0057 -3.0906  0.329
H16 0.1953 3.6524 2.0483  0.458
H17 -0.9380 3.4071 0.7091  0.228
H18 0.8627 3.3447 0.2562  0.221

Atoms 1-3, force components in eV/Å:
C 0.939 1.492 -2.463
C -0.159 0.461 1.608
C -0.785 -1.086 0.500

C9H18OSe | ωB97M-V/def2-TZVPD

Output
Lowest unoccupied orbital energy ... 0.915 eV
Relative energy (zero: lowest compared OMol25 entry of this formula, charge and spin) ... 0.0 kcal/mol
Frontier orbital gap ... 9.042 eV

Last column: Mulliken charge in e.
Cartesian coordinates (Å):
C1 -3.7515 -0.0025 -0.2718  -0.837
C2 -3.3629 1.0254 0.7884  -0.626
C3 -2.9404 -1.3066 0.0420  -0.022
C4 -1.9468 0.6020 0.9876  -0.234
C5 -2.3752 -1.9822 -1.2503  -1.133
C6 3.8843 0.4314 0.2507  -1.190
C7 3.4644 1.8310 0.5096  -0.360
C8 2.0669 2.0960 0.0066  -0.620
C9 0.9780 1.2689 0.6474  -0.578
O1 -1.8106 -0.8573 0.8753  -0.431
Se1 -0.6646 1.4089 -0.4179  -0.030
H1 -4.8219 -0.0831 -0.3772  0.439
H2 -3.3078 0.3843 -1.1317  0.286
H3 -3.4637 1.9656 0.3827  0.356
H4 -3.9914 1.0486 1.6440  0.365
H5 -3.5882 -1.8681 0.6597  0.489
H6 -1.5008 0.8757 1.9640  0.423
H7 -2.0485 -1.0847 -1.6644  0.259
H8 -3.2275 -2.3846 -1.7157  0.344
H9 -1.6116 -2.6658 -0.9021  0.333
H10 4.9549 0.3846 0.1870  0.388
H11 3.4283 0.0028 -0.6500  0.289
H12 3.6614 -0.1039 1.1553  0.289
H13 3.5254 2.0148 1.5789  0.268
H14 4.3877 2.4310 0.0254  0.253
H15 2.0040 1.9242 -1.0879  0.379
H16 1.7877 3.2678 0.1590  0.243
H17 1.1756 0.2042 0.6827  0.364
H18 0.6867 1.6692 1.6711  0.298

Atoms 1-3, force components in eV/Å:
C 0.283 -0.724 1.189
C 0.251 -2.259 -0.527
C 0.270 1.473 -0.142

C9H19AlO11P | ωB97M-V/def2-TZVPD

Output
Lowest unoccupied orbital energy ... -0.792 eV
Relative energy (zero: lowest compared OMol25 entry of this formula, charge and spin) ... 94.2 kcal/mol
Charge ... -1
Frontier orbital gap ... 4.091 eV

Last column: Mulliken charge in e.
Cartesian coordinates (Å):
Al1 13.2138 -17.7312 14.4987  1.091
P1 15.4942 -15.9748 15.1658  0.459
O1 15.3252 -17.3401 15.8737  -0.368
O2 16.6614 -15.1308 15.5654  -0.754
O3 14.1226 -15.2574 15.2817  -0.376
O4 15.4590 -16.3844 13.6546  -0.504
C1 9.9108 -20.0266 14.0070  -0.085
O5 11.2525 -19.7211 14.0196  -0.538
H1 9.7528 -20.8844 14.6779  0.161
H2 9.3188 -19.1336 14.2726  -0.290
H3 9.5109 -20.2269 12.9918  0.258
C2 6.3578 -16.5532 13.7847  -1.425
C3 7.7954 -16.9044 14.1012  -0.054
O6 8.4676 -15.6734 14.4012  -0.298
C4 9.6939 -15.6512 14.8863  0.706
O7 10.5715 -16.4695 14.8349  -0.507
O8 9.8471 -14.4527 15.4728  -0.365
C5 11.1580 -14.0547 15.8031  -0.629
H4 5.8823 -17.4911 13.4938  0.392
H5 6.2648 -15.8483 12.9563  0.328
H6 5.8316 -16.0614 14.6016  0.327
H7 8.2838 -17.3991 13.2633  0.326
H8 7.8269 -17.5324 14.9918  0.308
H9 11.6940 -13.6807 14.9239  0.286
H10 11.8412 -14.8630 16.0785  0.262
H11 11.2430 -13.3173 16.5948  0.304
C6 11.8731 -23.6949 15.8479  -1.320
C7 11.9708 -22.2111 16.1805  0.112
O9 13.1003 -22.0384 17.0352  -0.297
C8 13.6307 -20.8216 17.0801  0.661
O10 13.3016 -19.8905 16.3884  -0.484
O11 14.4084 -20.7331 18.1541  -0.377
C9 15.0793 -19.5069 18.4246  -0.458
H12 11.4544 -24.2756 16.6748  0.324
H13 12.8289 -24.1715 15.6324  0.329
H14 11.1968 -23.8452 15.0056  0.373
H15 11.0595 -21.9104 16.7004  0.258
H16 12.0221 -21.6362 15.2535  0.136
H17 16.0213 -19.7523 18.9139  0.271
H18 14.4553 -18.7973 18.9577  0.259
H19 15.4540 -19.0750 17.4916  0.198

Atoms 1-3, force components in eV/Å:
Al 2.381 1.808 1.523
P -1.757 -0.567 0.920
O -1.198 -1.429 -0.064